Density functional theory data (ωB97M-V with the def2-TZVPD basis set) for C18H28BF4N6ORuS2Si as an isolated structure.

XYZ file:
```
62
Properties=species:S:1:pos:R:3:forces:R:3
Ru -0.37702 -0.25467 0.42661 0.02 0.16 0.06
C 0.35194 -2.82815 1.63462 0.01 0.00 0.01
C 1.68531 -2.11237 1.50366 -0.01 0.02 -0.01
N 1.50138 -0.64890 1.29330 0.03 -0.03 -0.01
C 2.58440 -0.07627 0.42903 -0.02 -0.01 0.01
C 2.50697 -0.60846 -0.99149 0.01 -0.01 0.04
S 0.77793 -0.73310 -1.57628 0.01 -0.02 -0.05
C 0.57271 -2.56184 -1.59576 0.00 0.01 0.00
C -0.57403 -3.02636 -0.71692 -0.01 0.00 0.01
N -0.60834 -2.37279 0.61030 -0.07 -0.04 -0.05
H -0.09526 -2.60257 2.60434 0.00 0.00 0.00
H 0.50068 -3.91084 1.58429 0.00 0.00 0.00
H 2.23523 -2.49928 0.65010 0.00 0.00 -0.01
H 2.30151 -2.29413 2.38604 0.00 0.00 0.00
H 1.54298 -0.16787 2.18823 0.00 -0.01 0.00
H 3.56188 -0.31285 0.85977 0.00 0.00 0.00
H 2.46176 1.00310 0.41433 0.01 -0.04 0.01
H 2.95803 -1.59252 -1.10652 0.00 -0.02 0.00
H 3.02195 0.07506 -1.66269 -0.03 -0.11 0.04
H 1.51700 -3.01825 -1.30587 0.00 0.00 0.00
H 0.37740 -2.85849 -2.62528 0.00 0.00 0.00
H -0.54039 -4.11475 -0.60266 0.00 0.00 0.00
H -1.52518 -2.77030 -1.18387 0.01 0.00 -0.01
H -1.55211 -2.53950 0.97063 0.01 0.02 0.01
C -2.65777 5.11088 4.18214 -0.01 -0.02 0.00
Si -1.14865 4.38546 3.34678 0.08 -0.03 0.03
C 0.36597 4.63154 4.41597 0.01 0.01 -0.01
C -0.91249 5.18595 1.68241 -0.01 0.00 -0.03
C -1.44537 2.50973 3.24382 -0.09 0.03 0.04
C -2.15690 1.88814 4.26562 -0.02 -0.02 -0.02
C -2.40949 0.51777 4.26780 0.00 -0.01 -0.01
C -1.94294 -0.23453 3.21495 -0.01 0.00 0.01
N -1.25086 0.33319 2.22221 -0.01 -0.01 0.05
C -0.99778 1.65996 2.22608 0.03 0.00 -0.03
S -0.06358 2.02362 0.78701 -0.02 -0.04 0.02
H -2.55776 6.19638 4.24986 0.01 0.00 0.00
H -2.79999 4.73407 5.19645 0.00 0.02 0.01
H -3.56499 4.89443 3.61420 0.00 0.00 0.00
H 0.55996 5.69485 4.57317 0.01 0.00 0.00
H 1.25045 4.19833 3.94413 0.00 0.00 -0.01
H 0.24291 4.16494 5.39573 -0.01 0.00 0.00
H -0.87242 6.26902 1.82693 -0.01 0.00 -0.01
H -1.73715 4.97294 0.99979 -0.02 -0.01 0.01
H 0.01099 4.87904 1.19205 0.01 0.00 0.01
H -2.54071 2.48343 5.08628 0.00 -0.01 -0.01
H -2.97663 0.04968 5.05909 0.00 0.00 0.00
H -2.14227 -1.29571 3.13350 0.00 0.00 0.00
F 1.44815 2.01697 -1.48015 -0.07 -0.01 -0.13
B 2.66679 2.35853 -2.16129 0.02 0.13 0.09
F 2.60114 3.65150 -2.63142 0.01 -0.04 0.01
F 2.84680 1.42382 -3.19686 0.02 0.04 -0.07
F 3.70757 2.19529 -1.21448 0.03 0.04 -0.02
N -3.36471 1.76722 -0.44634 0.02 0.03 0.02
C -3.18864 0.48365 -0.11714 -0.09 -0.01 -0.12
O -2.13078 -0.10641 -0.57070 0.02 -0.06 0.11
C -4.14347 -0.20893 0.64756 0.13 0.09 0.03
C -5.27630 0.46174 1.16641 -0.15 -0.17 -0.08
N -6.20325 1.03317 1.54664 0.08 0.10 0.04
C -3.85646 -1.54309 0.98763 0.00 -0.01 0.07
N -3.54059 -2.61719 1.27972 0.05 0.00 -0.05
H -2.61786 2.23965 -0.92901 0.00 0.00 0.00
H -4.18106 2.27592 -0.15153 0.01 0.00 0.01
```
Positions in Å, forces in eV/Å.

Calculated values
Strongest force on any atom = 0.24 eV Å⁻¹
HOMO energy (alpha / beta) = -8.7 / -8.7 eV
Calculated total energy = -73794.5406 eV
HOMO-LUMO gap (alpha / beta) = 8.5 / 7.1 eV
2S+1 = 2

=====

Density functional theory data (ωB97M-V with the def2-TZVPD basis set) for C18H28IOP2Pt as an isolated structure.

XYZ file:
```
51
Properties=species:S:1:pos:R:3:forces:R:3
C 2.32004 -4.91402 0.35225 0.36 0.03 0.17
I 2.00126 -2.71839 0.00595 1.40 -4.25 -0.07
H 1.95025 -5.40932 -0.53961 -0.07 0.06 0.05
H 1.78487 -5.16864 1.26826 0.18 0.03 -0.25
H 3.41133 -4.97050 0.44247 -0.41 -0.06 0.07
Pt 0.56288 -0.71189 0.45305 -1.84 3.54 -0.32
P -1.50646 -1.73948 0.94673 -1.07 -1.44 0.28
C -1.57607 -2.12096 2.71887 0.01 0.06 -0.02
C -3.00963 -0.76600 0.62613 0.15 0.25 -0.16
H -3.91009 -1.31352 0.93945 0.32 0.07 -0.06
H -2.74395 -3.75200 0.41575 0.19 0.08 -0.01
H -3.07942 -0.54468 -0.44524 -0.11 -0.11 0.19
H -1.86386 -3.12420 -0.99706 0.05 -0.08 0.17
H -1.49794 -1.18750 3.28886 -0.04 -0.21 0.01
H -2.95751 0.18557 1.16726 -0.11 -0.18 -0.01
C -1.79548 -3.31243 0.08079 -0.06 0.05 -0.08
H -2.52483 -2.61735 2.96195 0.22 0.10 -0.03
H -0.98042 -4.02085 0.26625 -0.16 0.18 -0.01
H -0.73917 -2.77771 2.98264 -0.18 0.09 0.01
P 2.36207 0.31685 -0.80270 1.42 -0.18 -0.82
C 3.72800 0.67518 0.33684 -0.08 0.19 0.01
C 3.09969 -0.69990 -2.13869 0.09 -0.09 -0.04
H 1.23925 1.73597 -2.39518 0.24 0.10 0.04
H 2.92125 2.27943 -2.09975 -0.23 -0.14 0.15
H 1.62988 2.61881 -0.89941 0.15 0.00 -0.15
C 2.00627 1.89309 -1.62835 -0.31 0.01 0.11
H 2.34413 -0.89928 -2.90572 0.10 0.03 0.06
H 3.94232 -0.16998 -2.59335 -0.12 0.10 0.07
H 4.55284 1.12152 -0.23410 -0.12 -0.10 0.18
H 4.07562 -0.23697 0.83370 -0.05 0.15 -0.12
H 3.45265 -1.66878 -1.74970 0.03 0.81 -0.43
H 3.38239 1.39155 1.09186 0.17 -0.10 -0.08
C 1.28209 -0.56855 2.21349 2.35 -0.28 4.64
O 1.78535 -0.54506 3.25626 -1.67 -0.02 -3.36
C -2.62502 3.00204 -2.54907 -0.35 1.37 0.84
C -2.06061 1.72520 -2.74843 0.31 -0.60 0.03
C -1.31958 1.11714 -1.72856 0.60 0.09 1.53
C -1.12367 1.76680 -0.48039 0.06 -0.47 -0.50
C -0.37399 1.20745 0.62039 -0.10 -1.31 -1.77
C -0.22521 1.90617 1.80094 0.01 0.39 0.48
C -0.79782 3.17579 1.98462 -0.33 0.95 0.41
C -1.52165 3.74675 0.96039 -0.32 0.46 -0.16
C -1.70458 3.07589 -0.28454 -0.12 0.05 -0.19
C -2.44924 3.66442 -1.33711 -0.53 0.41 -0.72
H -3.20123 3.46949 -3.34763 0.13 -0.09 0.19
H -2.19429 1.19764 -3.69282 -0.03 0.19 0.14
H -0.87573 0.12545 -1.88060 -0.20 0.39 0.03
H 0.34692 1.47723 2.61551 -0.09 0.22 0.05
H -0.65851 3.69278 2.94041 -0.13 -0.05 -0.39
H -1.98179 4.72940 1.06526 0.16 -0.17 0.14
H -2.88358 4.66033 -1.15833 0.15 -0.53 -0.30
```
Positions in Å, forces in eV/Å.

Calculated values
Strongest force on any atom = 5.21 eV Å⁻¹
HOMO energy (alpha / beta) = -15.0 / -17.9 eV
Calculated total energy = -51060.7896 eV
Total charge = +3
HOMO-LUMO gap (alpha / beta) = 4.6 / 3.3 eV
2S+1 = 5

=====

Density functional theory data (ωB97M-V with the def2-TZVPD basis set) for one molecule with the formula C18H28N2O3S2.

XYZ file:
```
53
Properties=species:S:1:pos:R:3:forces:R:3
C -1.67675 -5.74953 -0.15907 0.46 0.25 0.00
H -1.86967 -5.42836 -1.17872 -0.16 -0.02 -0.03
H -2.32215 -5.22094 0.53572 -0.15 -0.03 0.02
H -1.82899 -6.82046 -0.07606 -0.07 -0.07 -0.01
S 0.05425 -5.42605 0.28284 0.00 0.05 0.14
C -0.03324 -3.63315 0.58557 -0.09 -0.51 -0.20
C -0.13514 -2.83993 -0.70929 -0.09 0.34 0.24
C -0.35793 -1.34063 -0.48147 -0.33 -0.22 -0.43
N 0.66295 -0.77813 0.39077 0.30 0.70 -0.07
S 0.99762 0.85922 0.30214 0.26 -0.41 0.37
O 0.63190 1.48709 1.53954 0.31 -0.15 0.09
O 0.41708 1.37123 -0.91364 0.33 -0.23 -0.24
C 2.76852 0.82709 0.14721 -0.46 0.17 0.12
C 3.56105 1.15266 1.22854 -0.18 0.08 0.11
C 4.93841 1.08741 1.10102 0.01 -0.06 -0.14
C 5.52128 0.69556 -0.09881 -0.08 0.03 0.11
C 4.69800 0.37210 -1.17592 -0.17 0.02 0.08
C 3.32281 0.43610 -1.05657 0.09 -0.01 -0.18
H 2.67072 0.19879 -1.88153 -0.01 -0.06 -0.19
H 5.14425 0.06930 -2.11161 0.02 -0.03 -0.11
C 7.00865 0.62423 -0.24857 0.01 0.00 -0.03
H 7.34436 1.33308 -1.00424 0.09 0.04 -0.03
H 7.30930 -0.37075 -0.57229 0.08 -0.05 -0.01
H 7.50845 0.85335 0.68837 0.08 0.00 0.04
H 5.56586 1.34368 1.94172 0.06 0.02 0.08
H 3.08782 1.45976 2.14755 0.02 0.05 0.15
H 0.55028 -1.05589 1.35409 0.09 0.05 0.29
H -0.25293 -0.81388 -1.43523 -0.14 -0.14 0.07
C -1.75042 -1.02621 0.10453 0.25 -0.06 -0.39
O -2.42892 -1.85296 0.68677 -0.16 -0.27 0.12
N -2.10027 0.25290 -0.06747 -0.19 0.56 -0.08
H -1.45226 0.88103 -0.52413 -0.03 -0.21 -0.07
C -3.26993 0.85303 0.54469 -0.43 -0.14 0.28
C -4.27097 1.29706 -0.52704 0.19 -0.10 -0.06
C -3.73823 2.47342 -1.34023 -0.31 0.10 0.18
C -3.40134 3.64234 -0.42052 0.27 -0.05 -0.15
C -2.36044 3.21979 0.61107 -0.27 0.07 0.15
C -2.85806 2.03180 1.43188 0.17 -0.08 -0.09
H -2.06890 1.71089 2.11450 -0.09 -0.04 0.08
H -3.72401 2.33487 2.02456 -0.03 0.01 0.05
H -2.14243 4.05096 1.28439 0.11 0.00 -0.02
H -1.42671 2.95796 0.10975 0.08 0.07 -0.02
H -3.02318 4.48132 -1.00779 -0.06 0.07 0.02
H -4.30878 3.97278 0.09164 -0.06 0.07 0.01
H -2.84179 2.17171 -1.88552 0.05 -0.01 -0.13
H -4.48814 2.77759 -2.07394 0.08 -0.04 -0.08
H -4.49102 0.45218 -1.18252 -0.07 -0.04 0.05
H -5.19877 1.59000 -0.03133 -0.08 0.01 0.01
H -3.72194 0.06414 1.15727 0.09 0.17 -0.11
H 0.77666 -2.98480 -1.29197 -0.05 0.02 -0.04
H -0.98260 -3.20510 -1.29240 0.05 -0.01 -0.03
H 0.88400 -3.38979 1.12061 0.03 0.01 0.06
H -0.89835 -3.44986 1.22116 0.13 0.07 0.04
```
Positions in Å, forces in eV/Å.

Calculated values
Strongest force on any atom = 0.77 eV Å⁻¹
SMILES = CSCC[C@H](NS(=O)(=O)c1ccc(C)cc1)C(=O)NC1CCCCC1
HOMO energy = -8.4 eV
Calculated total energy = -49914.6298 eV
HOMO-LUMO gap = 8.9 eV

=====

Density functional theory data (ωB97M-V with the def2-TZVPD basis set) for one molecule with the formula C18H28N2O4S.

XYZ file:
```
53
Properties=species:S:1:pos:R:3:forces:R:3
C 6.45163 3.11883 -1.92733 -0.07 -0.25 -0.01
H 7.52767 3.06816 -1.78100 0.09 0.08 0.01
C 5.86595 1.71277 -1.97590 -0.08 0.22 -0.12
H 6.00230 1.21272 -1.01670 0.04 -0.04 -0.07
H 6.39844 1.13138 -2.73416 0.01 -0.06 0.02
C 4.37162 1.69402 -2.32437 0.20 0.36 0.39
N 3.89432 0.33777 -2.56109 -0.13 -0.77 0.42
S 3.72095 -0.74255 -1.29405 -0.16 -0.03 -0.41
O 3.88665 -2.04035 -1.88387 -0.14 0.04 -0.22
O 4.53132 -0.40429 -0.15590 -0.30 0.17 -0.02
C 2.00254 -0.52853 -0.86327 0.57 -0.05 -0.07
C 1.04781 -0.72923 -1.83778 -0.02 -0.02 0.03
C -0.29510 -0.58283 -1.53449 -0.22 0.00 0.02
C -0.67514 -0.23363 -0.23963 0.37 -0.04 0.08
C 0.30427 -0.04099 0.74053 -0.22 -0.03 -0.13
C 1.63831 -0.18977 0.42720 0.04 -0.01 0.05
H 2.41034 -0.05105 1.16698 0.04 0.05 0.15
H -0.01158 0.22271 1.73718 -0.02 0.04 0.13
O -1.95532 -0.06842 0.17424 0.06 0.11 0.15
C -3.00740 -0.26751 -0.74965 -0.24 0.07 -0.32
H -2.91430 0.41605 -1.60155 -0.05 -0.12 0.16
H -3.01834 -1.30282 -1.12019 0.06 0.08 0.04
C -4.34944 0.05669 -0.07768 0.42 -0.10 -0.34
O -5.08666 0.88531 -0.57730 -0.02 0.26 -0.24
N -4.67294 -0.64072 1.02422 -0.26 -0.18 0.26
C -3.85118 -1.60028 1.72408 0.46 -0.11 0.17
H -3.00380 -1.90550 1.11555 -0.10 -0.05 -0.02
C -3.36563 -1.00205 3.04521 -0.31 -0.28 -0.03
H -2.75398 -1.73506 3.57334 0.07 -0.02 0.05
C -4.55716 -0.58222 3.90876 0.23 0.36 0.06
C -4.09039 0.06896 5.20690 -0.15 -0.23 -0.18
H -3.46940 -0.61769 5.77749 0.09 -0.03 0.12
H -3.50842 0.96323 4.99544 0.08 0.13 -0.01
H -4.94277 0.35204 5.81984 -0.06 0.07 0.12
C -5.44572 0.36956 3.10454 -0.08 -0.42 -0.04
C -5.85508 -0.26471 1.77599 -0.28 0.44 0.02
H -6.42759 0.43714 1.16832 0.01 -0.18 0.08
H -6.45674 -1.16249 1.95380 0.00 0.03 -0.02
H -6.34012 0.62438 3.67467 -0.03 0.07 0.04
H -4.89775 1.29163 2.90074 0.01 0.10 0.00
H -5.13984 -1.47787 4.15585 -0.01 -0.02 -0.04
H -2.74573 -0.13109 2.82543 0.08 0.05 0.00
H -4.46876 -2.48425 1.92707 0.08 0.02 -0.04
H -1.03167 -0.74140 -2.30561 -0.07 -0.01 -0.06
H 1.36540 -1.00372 -2.83048 -0.07 -0.02 -0.18
H 4.37441 -0.12871 -3.31589 0.08 -0.26 -0.06
C 3.51131 2.32930 -1.23911 0.08 0.20 -0.27
H 3.72233 3.39240 -1.16802 0.00 0.09 0.06
H 2.45814 2.19794 -1.47633 -0.10 0.07 0.01
H 3.72010 1.85848 -0.28327 -0.01 0.09 0.15
H 4.21635 2.23851 -3.26692 0.00 -0.12 0.13
H 6.02670 3.69186 -1.10818 -0.01 0.13 0.08
H 6.25712 3.64791 -2.85855 0.01 0.13 -0.09
```
Positions in Å, forces in eV/Å.

Calculated values
Strongest force on any atom = 0.88 eV Å⁻¹
SMILES = CC[C@H](C)NS(=O)(=O)c1ccc(OCC(=O)N2CCC(C)CC2)cc1
HOMO energy = -9.1 eV
Calculated total energy = -41126.1062 eV
HOMO-LUMO gap = 9.7 eV

=====

Which of these has the highest strongest force on any atom?
C18H28IOP2Pt